Molecular formula: C23H35AsN6O3SSiTi
Method: DFT, ωB97M-V/def2-TZVPD

The geometry in XYZ format:
```
71
Properties=species:S:1:pos:R:3
Ti -1.0264 0.6868 0.3395
N -2.4074 2.0742 1.5300
C -2.2367 3.4057 0.8943
C -1.9558 3.1564 -0.5901
O -2.3904 3.8040 -1.4913
O -1.1844 2.0781 -0.7309
H -3.3814 1.7892 1.4321
H -2.2306 2.1522 2.5297
H -1.3555 3.8944 1.3180
H -3.1000 4.0622 1.0034
C -3.0607 -2.1905 2.5575
As -1.4690 -1.1025 2.1999
C -1.2010 -0.5014 4.0444
C -0.0973 -2.4873 2.1105
H -2.8634 -2.8232 3.4227
H -3.3164 -2.8169 1.7060
H -3.9006 -1.5332 2.7862
H -0.8888 -1.3492 4.6547
H -2.1383 -0.1188 4.4527
H -0.4387 0.2746 4.0826
H -0.2269 -3.1834 2.9396
H 0.8755 -1.9984 2.1785
H -0.1619 -3.0325 1.1685
C 2.3513 0.6916 5.0405
Si 3.0376 1.0776 3.3240
C 3.9316 2.7266 3.2316
C 4.0472 -0.3717 2.6537
C 1.5326 1.1447 2.1913
C 0.5463 1.1504 1.4698
H 3.1546 0.7102 5.7766
H 1.8946 -0.2971 5.0825
H 1.6084 1.4232 5.3578
H 4.8389 2.7085 3.8349
H 3.3082 3.5390 3.6034
H 4.2187 2.9664 2.2084
H 4.9829 -0.4808 3.2010
H 4.2971 -0.2296 1.6024
H 3.5075 -1.3145 2.7459
O -0.1100 -0.5713 -0.6251
S 0.6729 -1.3504 -1.7170
C 2.0856 -0.3304 -2.1276
C 3.1457 -0.9833 -2.7394
C 4.2312 -0.2361 -3.1671
C 4.2448 1.1384 -2.9783
C 3.1749 1.7708 -2.3588
C 2.0832 1.0392 -1.9198
C -0.2880 -1.1013 -3.2195
C -0.8624 0.1339 -3.4867
C -1.5940 0.2933 -4.6516
C -1.7308 -0.7652 -5.5412
C -1.1264 -1.9850 -5.2744
C -0.4031 -2.1632 -4.1038
H 3.1232 -2.0566 -2.8777
H 5.0563 -0.7313 -3.6568
H 5.0946 1.7190 -3.3064
H 3.1758 2.8435 -2.2302
H 1.2643 1.5364 -1.4154
H -0.7258 0.9712 -2.8176
H -2.0411 1.2527 -4.8710
H -2.3017 -0.6306 -6.4492
H -1.2116 -2.7975 -5.9820
H 0.0763 -3.1096 -3.8902
N -3.3958 -3.1336 -2.1292
N -3.4465 -1.8800 -1.6396
N -4.1278 -0.9323 -2.2281
C -3.8279 0.1233 -1.4921
N -2.9993 -0.1959 -0.4895
N -2.7579 -1.4984 -0.6070
H -4.1559 -3.3259 -2.7674
H -3.1997 -3.8363 -1.4320
H -4.2244 1.1073 -1.6704
```

Its total charge is +2. The calculation puts the max |F| at 1.88 eV/A. For the frontier orbital gap, the calculation gives 8.13 eV. The calculation puts the relative energy (zero: lowest compared OMol25 entry of this formula, charge and spin) at 0.597 eV. Its total energy is -142154.722 eV. The calculation puts the lowest unoccupied orbital energy at -0.2430 Eh.

Molecular formula: C16H12N4O2S2Ta
Method: DFT, ωB97M-V/def2-TZVPD

The geometry in XYZ format:
```
37
Properties=species:S:1:pos:R:3
Ta -0.7550 -0.9093 -0.0911
C -1.3359 2.9186 -2.1217
C -1.5082 1.7912 -1.1411
O -1.2392 0.5338 -1.4154
C -1.8897 2.2444 0.1724
C -1.5677 1.5228 1.3284
C -2.0789 1.8256 2.6787
N -0.5428 0.5520 1.3762
N 0.6139 0.8369 0.6500
C 1.4994 -0.1699 0.5641
O 1.0374 -1.4300 0.6456
C 2.8501 0.0169 -0.1405
C 3.5477 -1.1024 -0.6800
C 4.8678 -0.9553 -1.0966
C 5.4873 0.3575 -1.1039
C 4.7831 1.4188 -0.5459
C 3.5255 1.2310 -0.0239
H -1.2711 2.7050 -3.2058
H -2.1057 3.6637 -1.9191
H -0.4404 3.4853 -1.8247
H -2.5560 3.1158 0.2050
H -2.7445 2.6830 2.7807
H -2.5595 0.9372 3.0757
H -1.2515 2.0633 3.3414
H 3.0817 -2.0478 -0.6019
H 5.4953 -1.8021 -1.3641
H 6.5123 0.5155 -1.3623
H 5.2968 2.3186 -0.3604
H 2.9834 1.9312 0.6155
S -2.6735 -1.6662 1.0577
C -2.6769 -3.0639 0.0541
S -1.3027 -3.0095 -1.0945
C -3.6312 -3.9953 0.1941
C -3.5937 -5.2634 -0.4344
N -3.4806 -6.2950 -0.9070
C -4.7697 -3.6599 1.0037
N -5.6073 -3.2979 1.6911
```

Its total charge is +1. The calculation puts the max |F| at 2.67 eV/A. For the frontier orbital gap, the calculation gives 7.03 eV. Its total energy is -50056.408 eV. The calculation puts the lowest unoccupied orbital energy at -0.2012 Eh.

Molecular formula: C25H50N3O3
Method: DFT, ωB97M-V/def2-TZVPD

The geometry in XYZ format:
```
81
Properties=species:S:1:pos:R:3
C 4.0533 -3.1737 0.3960
C 4.5930 -1.7696 0.0672
C 5.9665 -1.5769 0.7455
C 4.7321 -1.4756 -1.4385
N 3.4882 -0.9384 -2.1297
C 2.2881 -1.7738 -1.8267
N 3.6173 -0.9554 -3.5753
C 3.2952 0.5234 -1.7522
C 1.8638 1.0307 -1.8268
C 1.8540 2.5632 -1.7821
C 0.4588 3.2075 -1.6568
C -0.5766 2.4505 -0.8112
C -1.6049 3.3745 -0.1410
C -2.2861 2.7536 1.0807
C -2.9489 1.4035 0.8161
C -4.1520 1.4845 -0.1289
C -5.1974 0.3825 0.0635
C -4.6201 -1.0200 0.2395
C -5.6793 -2.1260 0.1235
N -5.8237 -2.6293 -1.2252
C -5.0891 -3.6458 -1.7717
C -5.4488 -3.7982 -3.0802
C -6.4560 -2.8248 -3.3489
C -6.6620 -2.1359 -2.1857
H 2.9666 -3.2119 0.4776
H 4.3340 -3.8874 -0.3851
H 4.4747 -3.5315 1.3351
H 3.9275 -1.0124 0.4903
H 6.6175 -0.8859 0.2076
H 5.8319 -1.2130 1.7660
H 6.4991 -2.5292 0.8172
H 5.4773 -0.6903 -1.5909
H 5.0540 -2.3547 -2.0020
H 1.9107 -1.5238 -0.8403
H 2.5832 -2.8214 -1.8688
H 1.5339 -1.5689 -2.5833
H 3.6131 -1.9340 -3.8594
H 4.5468 -0.5973 -3.7911
H 3.7010 0.6463 -0.7491
H 3.9302 1.0821 -2.4445
H 1.2833 0.6294 -0.9957
H 1.3955 0.6875 -2.7550
H 2.5095 2.9227 -0.9799
H 2.3142 2.8977 -2.7190
H 0.0712 3.3766 -2.6663
H 0.5855 4.2023 -1.2195
H -1.1188 1.7454 -1.4528
H -0.0844 1.8613 -0.0276
H -1.1060 4.2965 0.1727
H -2.3671 3.6499 -0.8781
H -1.5600 2.6628 1.8906
H -3.0563 3.4517 1.4333
H -3.2618 0.9771 1.7782
H -2.2116 0.7025 0.4031
H -3.8136 1.4668 -1.1713
H -4.6358 2.4568 0.0180
H -5.8378 0.6342 0.9180
H -5.8525 0.3755 -0.8158
H -3.8638 -1.2007 -0.5348
H -4.1076 -1.1043 1.2034
H -5.4245 -2.9708 0.7660
H -6.6569 -1.7516 0.4388
H -4.3657 -4.1935 -1.1844
H -5.0466 -4.5297 -3.7652
H -6.9763 -2.6623 -4.2796
H -7.3526 -1.3346 -1.9619
C 1.5962 -0.8229 2.6092
C 2.2914 0.5007 2.3703
O 1.5432 1.5989 2.8914
C 1.6788 1.7920 4.2149
O 2.3760 1.1365 4.9414
O 0.8925 2.7979 4.5634
C 0.9004 3.1116 5.9666
H 0.5738 -0.7857 2.2276
H 2.1288 -1.6309 2.1018
H 1.5572 -1.0586 3.6711
H 2.3599 0.7111 1.3004
H 3.2993 0.5063 2.7872
H 1.9180 3.2705 6.3143
H 0.4405 2.3048 6.5332
H 0.3173 4.0212 6.0615
```

Its total charge is +1. The calculation puts the max |F| at 0.39 eV/A. For the frontier orbital gap, the calculation gives 7.20 eV. The calculation puts the relative energy (zero: lowest compared OMol25 entry of this formula, charge and spin) at 0.430 eV. Its total energy is -37342.289 eV. The calculation puts the lowest unoccupied orbital energy at -0.0916 Eh.

Please write out number 1 again, unchanged.
Molecular formula: C23H35AsN6O3SSiTi
Method: DFT, ωB97M-V/def2-TZVPD

The geometry in XYZ format:
```
71
Properties=species:S:1:pos:R:3
Ti -1.0264 0.6868 0.3395
N -2.4074 2.0742 1.5300
C -2.2367 3.4057 0.8943
C -1.9558 3.1564 -0.5901
O -2.3904 3.8040 -1.4913
O -1.1844 2.0781 -0.7309
H -3.3814 1.7892 1.4321
H -2.2306 2.1522 2.5297
H -1.3555 3.8944 1.3180
H -3.1000 4.0622 1.0034
C -3.0607 -2.1905 2.5575
As -1.4690 -1.1025 2.1999
C -1.2010 -0.5014 4.0444
C -0.0973 -2.4873 2.1105
H -2.8634 -2.8232 3.4227
H -3.3164 -2.8169 1.7060
H -3.9006 -1.5332 2.7862
H -0.8888 -1.3492 4.6547
H -2.1383 -0.1188 4.4527
H -0.4387 0.2746 4.0826
H -0.2269 -3.1834 2.9396
H 0.8755 -1.9984 2.1785
H -0.1619 -3.0325 1.1685
C 2.3513 0.6916 5.0405
Si 3.0376 1.0776 3.3240
C 3.9316 2.7266 3.2316
C 4.0472 -0.3717 2.6537
C 1.5326 1.1447 2.1913
C 0.5463 1.1504 1.4698
H 3.1546 0.7102 5.7766
H 1.8946 -0.2971 5.0825
H 1.6084 1.4232 5.3578
H 4.8389 2.7085 3.8349
H 3.3082 3.5390 3.6034
H 4.2187 2.9664 2.2084
H 4.9829 -0.4808 3.2010
H 4.2971 -0.2296 1.6024
H 3.5075 -1.3145 2.7459
O -0.1100 -0.5713 -0.6251
S 0.6729 -1.3504 -1.7170
C 2.0856 -0.3304 -2.1276
C 3.1457 -0.9833 -2.7394
C 4.2312 -0.2361 -3.1671
C 4.2448 1.1384 -2.9783
C 3.1749 1.7708 -2.3588
C 2.0832 1.0392 -1.9198
C -0.2880 -1.1013 -3.2195
C -0.8624 0.1339 -3.4867
C -1.5940 0.2933 -4.6516
C -1.7308 -0.7652 -5.5412
C -1.1264 -1.9850 -5.2744
C -0.4031 -2.1632 -4.1038
H 3.1232 -2.0566 -2.8777
H 5.0563 -0.7313 -3.6568
H 5.0946 1.7190 -3.3064
H 3.1758 2.8435 -2.2302
H 1.2643 1.5364 -1.4154
H -0.7258 0.9712 -2.8176
H -2.0411 1.2527 -4.8710
H -2.3017 -0.6306 -6.4492
H -1.2116 -2.7975 -5.9820
H 0.0763 -3.1096 -3.8902
N -3.3958 -3.1336 -2.1292
N -3.4465 -1.8800 -1.6396
N -4.1278 -0.9323 -2.2281
C -3.8279 0.1233 -1.4921
N -2.9993 -0.1959 -0.4895
N -2.7579 -1.4984 -0.6070
H -4.1559 -3.3259 -2.7674
H -3.1997 -3.8363 -1.4320
H -4.2244 1.1073 -1.6704
```

Its total charge is +2. The calculation puts the max |F| at 1.88 eV/A. For the frontier orbital gap, the calculation gives 8.13 eV. The calculation puts the relative energy (zero: lowest compared OMol25 entry of this formula, charge and spin) at 0.597 eV. Its total energy is -142154.722 eV. The calculation puts the lowest unoccupied orbital energy at -0.2430 Eh.